# C3H6O2

2 unconnected molecules or ions with the total composition C3H6O2 (ωB97M-V/def2-TZVPD, the Open Molecules 2025 dataset).

Output
M in u: 74.08
Energy relative to the best compared isomer or geometry (same formula, charge and spin) in kcal/mol: 97.37
HOMO energy in eV: -8.5

Last column: Mulliken charge in e.
Element x y z (Å)
O 0.6647 1.0266 0.6455  -0.5381
C 1.0000 0.0312 -0.2402  0.1263
C 1.5440 -1.1348 0.0790  -0.7844
C -2.0564 0.3127 -0.9050  -0.2933
O -2.0767 0.8583 0.2821  -0.3436
H 0.9446 0.7514 1.5296  0.2695
H 0.7208 0.3184 -1.2442  0.4477
H 1.7783 -1.4234 1.0999  0.2203
H 1.7526 -1.8557 -0.6994  0.2449
H -3.1106 -0.0456 -1.0230  0.1446
H -1.1613 1.1608 0.4756  0.5063

***

# C41H29N12O3Pb

A molecular structure, C41H29N12O3Pb at a distorted geometry (ωB97M-V/def2-TZVPD, the Open Molecules 2025 dataset).

Output
Total charge: +1
M in u: 944.96
Energy relative to the best compared isomer or geometry (same formula, charge and spin) in kcal/mol: 31.95
HOMO energy in eV: -10.8

Last column: Mulliken charge in e.
Element x y z (Å)
Pb -0.5872 0.1301 -0.0798  1.2437
C 1.2646 -2.8847 4.2925  -0.8626
C 2.2879 -3.3204 3.5343  -0.9167
C 3.1588 -2.3749 2.7387  0.4586
C 2.4334 -1.0897 2.4855  0.7646
C 2.4274 -0.1950 1.4880  -0.2260
N 2.6201 -1.1622 -0.7711  0.3290
C 2.1197 -0.6458 -1.8785  -0.0187
C 1.7610 -1.4387 -3.1003  0.4912
C 1.9971 -2.7262 -3.4866  -0.2739
C 1.4759 -3.1173 -4.7016  -0.8611
C 0.7714 -2.2148 -5.5041  -0.7234
C 0.6101 -0.8882 -5.1092  -0.2209
C 1.1066 -0.5148 -3.8797  -0.1243
C 1.0815 0.7327 -3.1043  0.0968
N 0.2970 1.6741 -3.5069  -0.3185
C -0.4347 2.4315 -2.7162  -0.0704
N -0.7325 2.2460 -1.4221  -0.2156
C -1.6545 3.2281 -1.1294  -0.0955
N -2.1917 3.5937 -0.0047  -0.4722
C -1.8122 3.1115 1.1755  -0.2439
N -1.1340 2.0205 1.4811  0.2198
C -0.8567 2.0632 2.8608  -0.3271
N -0.0511 1.3404 3.4921  -0.6122
C 0.8744 0.5440 2.8409  0.3771
N 1.4087 0.7860 1.6765  -0.8657
C 1.4155 -0.6590 3.4245  -0.7131
C 0.8501 -1.4800 4.2978  -0.1835
C -1.6328 3.2131 3.4502  0.2606
C -1.7539 3.7014 4.7422  -0.2443
C -2.5042 4.8619 4.9368  -0.6930
C -3.0276 5.5310 3.8329  -0.6439
C -2.8162 5.0583 2.5512  -0.1430
C -2.1424 3.8824 2.3751  0.2885
C -2.0410 3.9707 -2.3570  0.2473
C -3.0098 4.9025 -2.6439  -0.2305
C -3.1981 5.2584 -3.9966  -0.5948
C -2.3618 4.7918 -4.9842  -0.6970
C -1.3489 3.8773 -4.6671  -0.1412
C -1.2314 3.4791 -3.3577  0.1724
N 1.7555 0.6452 -1.9448  -0.3648
H 0.6586 -3.5712 4.8990  0.4125
H 2.5826 -4.3644 3.5799  0.6184
H 4.0274 -2.1279 3.3717  0.5632
H 2.5969 -3.3738 -2.8852  0.6970
H 1.5744 -4.1470 -5.0267  0.4236
H 0.3133 -2.5343 -6.4374  0.4119
H 0.1024 -0.1544 -5.7049  0.5861
H 0.0809 -1.1452 4.9863  0.5592
H -1.3049 3.1674 5.5721  0.5246
H -2.6457 5.2705 5.9470  0.3868
H -3.6013 6.4381 3.9336  0.4325
H -3.2960 5.5826 1.7432  0.5361
H -3.7258 5.2478 -1.9100  0.4985
H -4.0035 5.9411 -4.2589  0.3961
H -2.5313 5.1144 -5.9998  0.4113
H -0.6650 3.4696 -5.3968  0.5113
C -1.6337 -3.8984 -0.8238  -0.8924
C -0.3992 -3.8645 0.0355  0.4284
O -0.3991 -3.1878 1.0553  -0.5765
N 0.6950 -4.5657 -0.3341  -0.0425
C 1.8807 -4.5456 0.4489  -1.0750
C 2.6507 -3.2154 0.4034  0.0207
C 3.7370 -2.9482 1.4292  -0.0368
C 4.8593 -2.0260 0.9285  -1.1646
C 4.6415 -0.8028 0.4596  -1.2753
C 3.2608 -0.2603 0.2486  0.3225
N 2.2365 -2.4893 -0.5638  -0.0706
H -1.8494 -2.8705 -1.1612  0.0747
H -2.4690 -4.2703 -0.2240  0.3203
H -1.5602 -4.5372 -1.6997  0.4098
H 0.7123 -5.0488 -1.2491  0.3266
H 2.5380 -5.3832 0.2080  0.4608
H 1.6073 -4.7193 1.5200  0.3500
H 4.1573 -3.9296 1.6264  0.9605
H 5.8525 -2.4066 0.9992  0.5531
H 5.4442 -0.1966 0.1123  0.5398
H 3.2703 0.7295 -0.1932  0.9101
N -2.1798 -0.8595 1.7150  -0.0111
N -3.4158 -0.9336 1.1304  -0.3948
C -3.6434 -0.5145 -0.2226  0.4469
O -4.6178 -0.9749 -0.8052  -0.7153
O -2.7566 0.3224 -0.6619  -0.5583
H -1.7103 -1.7631 1.7505  0.4352
H -2.2057 -0.4138 2.6293  0.1982
H -4.0606 -1.6028 1.4945  0.2348

***

# C6H39BIN3O17P

16 unconnected molecules or ions with the total composition C6H39BIN3O17P at a distorted geometry (ωB97M-V/def2-TZVPD, the Open Molecules 2025 dataset).

Output
Total charge: +1
M in u: 594.07
HOMO energy in eV: -11.9

Last column: Mulliken charge in e.
Element x y z (Å)
C -5.5239 0.6974 0.2580  -0.6656
C -4.9869 0.1504 -0.8931  -0.6385
C -3.5574 -0.4912 -1.0280  0.8151
C -3.5525 -1.8787 -1.5425  -0.5165
C -2.1777 -2.4020 -1.6932  -0.4670
C -1.1491 -1.4428 -1.3141  0.5537
B 0.4038 -1.9427 -1.5110  0.6069
N 0.8213 -2.2012 -2.9186  -0.5823
O 1.2687 -2.0742 -0.4393  -0.5412
N -1.3168 -0.1966 -0.8253  0.7060
P 0.0983 0.8593 -0.3766  0.0756
O 0.0044 1.0984 1.3064  -0.4200
I -0.2856 3.0178 -1.4944  0.0380
N -2.5422 0.3035 -0.6695  -0.8808
H -5.9113 1.7487 0.2393  0.2819
H -5.6625 0.1544 1.2226  0.2560
H -5.5889 0.0949 -1.8353  0.3654
H -4.4428 -2.4789 -1.8080  0.4510
H -1.9826 -3.4259 -2.0689  0.3601
H 0.5232 -1.4147 -3.5207  0.2955
H 0.1859 -2.9611 -3.2137  0.2417
H 2.1524 -2.2287 -0.8356  0.3120
H -0.7147 1.7545 1.4599  0.3115
O -3.3412 3.5633 1.1846  -0.6419
H -3.7849 3.5288 2.0397  0.3349
H -3.5041 2.6926 0.8048  0.3139
O 2.7739 1.0568 2.8854  -0.6790
H 1.9494 0.7393 2.4904  0.2865
H 2.4958 1.7989 3.4438  0.3451
O -3.2894 0.7810 2.0378  -0.5214
H -2.6704 0.6033 1.3292  0.3117
H -2.8680 0.4433 2.8390  0.2741
O 0.6245 -0.4797 -5.7676  -0.6273
H 1.2449 0.2040 -6.0440  0.3149
H 0.5664 -1.0655 -6.5339  0.3070
O -3.4519 2.8384 -3.3913  -0.5859
H -2.7434 2.4012 -2.9052  0.2001
H -3.3044 3.7775 -3.2308  0.3421
O 3.2011 -5.1615 -0.8315  -0.6480
H 3.3905 -4.6763 -0.0180  0.3356
H 2.3602 -4.7994 -1.1303  0.2623
O 5.9526 -6.1684 -0.4184  -0.6237
H 6.0410 -6.4034 -1.3482  0.3048
H 5.0829 -5.7555 -0.3638  0.3684
O 4.2898 3.2362 2.0533  -0.6339
H 4.0084 2.3082 2.0289  0.3403
H 5.1719 3.2285 1.6619  0.3470
O 1.1289 2.5162 4.8685  -0.6777
H 1.3298 3.0012 5.6774  0.3075
H 0.2796 2.8766 4.5854  0.3358
O -4.4489 -3.8939 0.8364  -0.6108
H -3.7375 -4.3180 1.3364  0.3400
H -4.3333 -2.9544 1.0170  0.2914
O 6.0738 5.4375 0.6963  -0.6940
H 5.5441 5.6677 1.4715  0.3698
H 5.5508 5.7586 -0.0465  0.3228
O 1.9720 -2.9693 -7.1881  -0.6143
H 2.5460 -3.5867 -7.6554  0.3135
H 1.9273 -3.3189 -6.2910  0.3046
O 6.1225 7.7940 2.0624  -0.6431
H 6.2124 8.7271 1.8395  0.3053
H 6.7029 7.3433 1.4348  0.3509
O -2.1210 -5.6835 2.1331  -0.6353
H -1.2566 -5.9107 1.7730  0.3062
H -2.2698 -6.3435 2.8203  0.3186
O -1.3497 2.2697 6.0873  -0.6277
H -0.5883 1.6943 6.2339  0.3484
H -1.7854 2.3075 6.9466  0.3021

***

# C7H14

C7H14 in the gas phase (ωB97M-V/def2-TZVPD, the Open Molecules 2025 dataset).

Output
M in u: 98.19
Energy relative to the best compared isomer or geometry (same formula, charge and spin) in kcal/mol: 91.20
HOMO energy in eV: -7.8

Last column: Mulliken charge in e.
Element x y z (Å)
C -0.3617 -0.9157 2.3004  -1.2844
C -0.6989 -1.1666 0.8396  -0.2049
C -1.1209 0.0974 0.0496  -1.0264
C -0.3784 0.0280 -1.2912  0.6570
C -0.1844 1.3596 -2.0204  -1.5206
C 0.9826 -0.5862 -1.0001  -0.5544
C 1.8240 0.2587 -0.1051  -0.9273
H 0.4219 -0.1518 2.3888  0.2651
H -1.2330 -0.5583 2.8594  0.3541
H 0.0062 -1.8274 2.7815  0.3618
H -1.4442 -1.9606 0.7243  0.4605
H -2.2107 0.1579 -0.0755  0.4712
H -0.8296 1.0046 0.5961  0.2980
H -0.9303 -0.6507 -1.9568  0.3230
H 0.2949 2.0988 -1.3689  0.3333
H 0.4544 1.2175 -2.9009  0.3846
H -1.1402 1.7696 -2.3615  0.3894
H 0.1934 -1.6066 0.3478  0.2417
H 2.4576 -0.3541 0.5472  0.2860
H 1.3747 1.0803 0.4773  0.3071
H 2.5223 0.7056 -0.8316  0.3852

***

# C2H5BeO2

A molecular structure, C2H5BeO2 at a distorted geometry (ωB97M-V/def2-TZVPD, the Open Molecules 2025 dataset).

Output
Total charge: +1
M in u: 70.07
HOMO energy in eV: -14.9

Last column: Mulliken charge in e.
Element x y z (Å)
O 3.1952 -0.4466 -2.5884  0.3830
Be 3.1189 0.2197 -1.5638  0.0974
C 4.3319 -0.9453 -3.2890  -0.4667
O 2.3957 1.4101 -2.8287  -0.3501
C 1.2529 1.2632 -2.4627  -0.0577
H 5.1769 -0.2429 -3.4129  0.2758
H 4.7591 -1.8046 -2.7357  0.2397
H 4.0501 -1.2801 -4.3032  0.2480
H 0.6493 2.1245 -2.1119  0.3239
H 0.8426 0.1961 -2.4442  0.3067

***

# C15H17BCl4OSi

2 unconnected molecules or ions with the total composition C15H17BCl4OSi at a distorted geometry (ωB97M-V/def2-TZVPD, the Open Molecules 2025 dataset).

Output
M in u: 394.01
Energy relative to the best compared isomer or geometry (same formula, charge and spin) in kcal/mol: 55.14
HOMO energy in eV: -8.3

Last column: Mulliken charge in e.
Element x y z (Å)
Cl 2.6665 0.4241 -2.8531  -0.3146
B 1.6479 -0.9476 -2.3168  0.5110
Cl 2.2035 -2.5670 -3.1292  -0.3156
Cl 1.9970 -1.3167 -0.2731  -0.4412
O 0.2496 -0.6956 -2.2493  -0.4164
C -0.4645 -1.8713 -1.9012  -0.6678
C -1.8203 -1.8047 -2.5518  0.6950
C -2.5338 -2.9948 -2.7284  -0.5035
C -3.8631 -2.9545 -3.1350  -0.4552
C -4.4627 -1.7272 -3.3843  -0.3548
C -3.7842 -0.5353 -3.1086  -0.4534
C -2.4465 -0.5621 -2.6948  -0.4088
H 0.0569 -2.8432 -2.1463  0.3366
H -2.0744 -3.9017 -2.3490  0.3276
H -4.4948 -3.8444 -3.1296  0.3416
H -5.5196 -1.6652 -3.6546  0.3398
H -4.3085 0.4237 -3.0557  0.3250
H -1.9374 0.3114 -2.2636  0.2670
H -0.6277 -1.9077 -0.8465  0.2540
Si 0.8059 0.3590 3.2771  0.6151
C -1.0936 0.4681 3.0700  -1.0118
C 1.7064 -1.3409 3.3280  -0.9202
C 1.6259 1.7429 2.1036  0.6568
C 1.9218 2.7177 3.0980  -0.5381
C 2.6348 3.8938 2.7763  -0.9870
C 3.0364 4.1171 1.4401  0.4969
Cl 3.9517 5.5031 1.0632  -0.1880
C 2.6972 3.2008 0.4275  -0.7211
C 2.0006 2.0310 0.7519  0.2756
H -1.5129 1.0247 2.2087  0.3396
H -1.5727 -0.5232 3.0554  0.3723
H -1.5024 0.9615 3.9633  0.3783
H 2.3974 -1.5895 2.5200  0.3269
H 2.2860 -1.3764 4.2723  0.3629
H 0.9575 -2.1289 3.3849  0.3436
H 1.5739 2.5808 4.1339  0.2109
H 2.8731 4.6374 3.5437  0.3558
H 2.9751 3.3992 -0.6080  0.4391
H 1.7540 1.3016 -0.0390  0.1262